CH6N2O4S | the ωB97M-V functional and the def2-TZVPD basis

Values from the calculation:
Energy above the lowest of the compared OMol25 structures with the same formula, charge and spin (kcal per mole): 0.0
Kohn-Sham gap (eV): 10.45
HOMO energy (eV): -10.02

```
14
Properties=species:S:1:pos:R:3:forces:R:3:mulliken_charge:R:1
C 1.739 -0.315 -0.262 1.3 -0.3 -0.1 0.113
N 1.464 0.868 0.207 -0.1 0.4 0.1 -0.258
N 1.110 -1.413 0.044 -0.2 -0.3 0.0 -0.262
O -1.344 -1.105 0.787 -0.7 0.1 0.2 -0.723
O -0.996 1.299 0.804 -0.5 0.2 0.3 -0.776
O -3.063 0.418 -0.075 0.4 -0.7 -0.1 -0.471
O -0.901 0.058 -1.270 -0.7 0.2 0.1 -0.583
S -1.492 0.143 0.046 -0.2 0.0 -0.5 1.196
H 2.631 -0.408 -0.885 -0.2 0.0 0.1 0.347
H 0.503 1.073 0.606 0.5 0.2 0.0 0.313
H 1.988 1.658 -0.132 0.0 -0.2 -0.1 0.212
H 0.136 -1.367 0.465 0.5 -0.4 -0.1 0.340
H -3.150 1.356 0.090 -0.3 0.6 0.1 0.343
H 1.375 -2.265 -0.427 0.0 0.2 0.0 0.209
```
Positions in Å, forces in eV/Å.

---

CH6N2P2S | the ωB97M-V functional and the def2-TZVPD basis

Values from the calculation:
Kohn-Sham gap (spin up / spin down) (eV): 7.37 / 7.37
HOMO energy (spin up / spin down) (eV): -7.76 / -7.75

```
12
Properties=species:S:1:pos:R:3:forces:R:3:mulliken_charge:R:1
C 0.425 1.387 -0.223 1.7 -1.0 -0.2 0.406
N -0.857 1.493 -0.201 -0.3 -0.2 -0.4 -0.215
N 0.801 -0.967 -0.649 -2.2 1.8 -0.4 -0.538
P -1.811 0.014 -0.389 -0.2 -0.1 -0.1 0.071
P 2.285 -1.289 -0.113 1.1 -0.5 0.3 -0.039
S 1.839 2.041 -0.050 -0.5 0.0 0.0 -0.276
H -1.296 2.412 -0.191 0.2 -0.2 0.1 0.301
H 0.745 -0.960 -1.663 0.0 0.0 0.0 0.232
H -2.958 0.705 0.055 -0.4 0.1 0.0 0.039
H -1.547 -0.452 0.898 0.0 -0.3 0.3 0.056
H 2.916 -0.002 -0.092 0.3 0.3 0.0 -0.043
H 1.991 -1.260 1.259 0.2 0.0 0.4 0.005
```
Positions in Å, forces in eV/Å.

---

CH6N2S | the ωB97M-V functional and the def2-TZVPD basis

Values from the calculation:
Energy above the lowest of the compared OMol25 structures with the same formula, charge and spin (kcal per mole): 70.3
Kohn-Sham gap (eV): 3.16
HOMO energy (eV): -4.84

```
10
Properties=species:S:1:pos:R:3:forces:R:3:mulliken_charge:R:1
S -1.780 3.988 0.106 0.5 -0.6 -0.6 -0.903
H -2.497 4.539 1.066 -0.3 0.2 0.5 -0.059
N 0.178 -0.959 -1.225 -1.8 0.1 0.5 -0.302
C 0.114 -1.125 0.077 1.5 0.6 -0.9 0.279
N 1.220 -1.146 0.793 -0.6 -0.5 0.6 -0.319
H 0.986 -0.822 -1.804 0.4 0.0 0.2 0.230
H -0.721 -0.855 -1.676 0.1 0.2 -0.3 0.272
H -0.864 -1.166 0.541 0.1 -0.4 0.1 0.330
H 1.263 -1.638 1.667 -0.3 0.4 0.4 0.246
H 2.100 -0.815 0.456 0.4 0.0 -0.5 0.226
```
Positions in Å, forces in eV/Å.

---

Respective largest force on an atom values: 1.3, 2.8, 1.9 eV/Å.